Entry from OMol25: the ion C12H10N3 with charge +1 (ωB97M-V/def2-TZVPD).

Geometry as ORCA input:
```
! wB97M-V def2-TZVPD RIJCOSX def2/J DEFGRID3
* xyz 1 1
C 0.72645 0.56264 -1.51643
C 1.89071 0.23677 -1.94150
C 2.98657 -0.46145 -1.31528
C 2.96187 -0.90139 -0.03062
N 1.88711 -0.61700 0.84828
C 0.37697 -1.05067 0.86329
N 0.21552 -1.03635 2.16777
C 1.56493 -1.29890 1.99797
N -0.50713 0.63842 -1.35133
C -1.39911 1.62701 -0.71022
C -1.36951 1.75090 0.83331
C -1.90324 0.85163 1.62832
C -2.44999 -0.34996 1.01511
C -2.41092 -0.60177 -0.30185
C -1.92789 0.38590 -1.32532
H 2.17635 0.61584 -2.95113
H 3.98015 -0.61909 -1.89556
H 3.70749 -1.60494 0.35077
H 2.11925 -2.26042 2.25552
H -1.48292 2.66471 -1.15744
H -1.00059 2.70904 1.15576
H -2.01566 1.07254 2.74490
H -2.91957 -1.05918 1.71599
H -2.89197 -1.57771 -0.71706
H -2.31489 0.32342 -2.36326
*
```

## Properties
HOMO-LUMO gap: 8.15 eV
Electronic energy: -17060.364 eV
SMILES: C(=C/C=C\N1C2=N[C@@H]21)=[N+]1[C@@H]2C=CC=C[C@@H]21
HOMO level: -0.451 hartree

These are the Mulliken partial charges, in e, on atoms 1 to 2:
1. C 0.880
2. C -0.612